<1>
ORCA calculation (wB97M-V/def2-TZVPD) on a single C8H12NO2P molecule.

Summary:
SMILES = C[C@@](N)(c1ccccc1)P(O)O
Kohn-Sham gap = 9.3 eV
LUMO level = 0.0309 Eh
charge = 0

```
24
C8H12NO2P wB97M-V/def2-TZVPD
C -3.164 -1.090 -0.118
C -2.720 -0.056 -0.922
C -2.290 -1.671 0.785
C -1.417 0.402 -0.824
C -0.989 -1.215 0.881
C -0.532 -0.168 0.084
C 1.323 1.385 -0.711
C 0.899 0.281 0.243
N 1.231 0.697 1.612
O 3.478 -0.528 0.106
O 1.871 -1.359 -1.566
P 2.007 -1.255 0.050
H -4.181 -1.444 -0.197
H -3.391 0.401 -1.635
H -2.621 -2.485 1.413
H -1.098 1.207 -1.466
H -0.311 -1.688 1.578
H 2.368 1.630 -0.532
H 1.216 1.056 -1.740
H 0.728 2.283 -0.548
H 3.628 -0.158 0.978
H 0.824 1.608 1.809
H 0.836 0.041 2.280
H 2.258 -2.163 -1.916
```

<2>
ORCA calculation (wB97M-V/def2-TZVPD) on a single C8H12NO2P molecule.

Summary:
Kohn-Sham gap = 8.0 eV
LUMO level = 0.0082 Eh
charge = 0

```
24
C8H12NO2P wB97M-V/def2-TZVPD
C 1.864 1.909 -0.113
C 2.921 1.066 0.035
C 0.512 1.486 -0.137
C 2.871 -0.446 0.008
C 1.783 -1.194 -0.114
C 0.079 0.228 -0.190
C -2.265 -0.573 -1.530
C -2.644 0.034 1.312
N 4.092 -1.158 0.049
O -1.198 -2.076 0.329
O 1.508 -2.487 -0.072
P -1.418 -0.675 0.055
H 2.158 2.904 -0.126
H 3.981 1.278 0.055
H -0.089 2.389 -0.101
H -3.214 -1.127 -1.505
H -2.673 0.310 -1.889
H -1.681 -0.932 -2.248
H -3.064 -0.836 1.593
H -1.907 0.451 2.105
H -3.342 0.739 0.778
H 4.091 -2.102 0.379
H 4.817 -0.598 0.535
H 0.635 -2.527 0.401
```

<3>
ORCA calculation (wB97M-V/def2-TZVPD) on a molecular structure, C8H12NO2P.

Summary:
Kohn-Sham gap (spin up / spin down) = 6.5 / 7.1 eV
LUMO level (spin up / spin down) = -0.0194 / -0.0042 Eh
charge = 0

```
24
C8H12NO2P wB97M-V/def2-TZVPD
C 3.578 -0.236 -0.507
C 2.938 -1.253 0.171
C 2.889 0.983 -0.664
C 1.635 -1.083 0.850
C 1.681 1.099 -0.086
C 0.997 0.107 0.617
C -0.281 0.401 1.161
C -1.870 0.466 -0.976
N -2.844 1.357 -1.092
O -2.894 -0.142 1.547
O -3.399 -1.696 -0.283
P -2.226 -0.737 0.376
H 4.504 -0.355 -1.037
H 3.418 -2.213 0.277
H 3.246 1.833 -1.294
H 1.107 -1.897 1.192
H 1.109 2.012 -0.342
H -0.739 -0.097 1.952
H -0.520 1.414 1.166
H -0.915 0.776 -1.390
H -3.681 1.004 -0.717
H -3.656 -2.322 0.377
H -2.836 2.289 -1.454
H -1.242 -1.711 0.159
```

Most stable structure: <1>

<1>
ORCA calculation (wB97M-V/def2-TZVPD) on a single CH4N2P2 molecule.

Summary:
SMILES = [H]/N=C1/[PH]#P1N
Kohn-Sham gap = 8.4 eV
LUMO level = 0.0120 Eh
charge = 0

```
9
CH4N2P2 wB97M-V/def2-TZVPD
C -1.422 0.673 -0.423
N -1.444 1.905 -0.488
N 0.737 -0.839 -0.165
P -2.333 -0.614 0.545
P -0.721 -0.851 -1.021
H -0.679 2.469 -0.993
H 0.915 -0.403 0.680
H 1.497 -1.449 -0.393
H -1.741 -0.418 1.801
```

<2>
ORCA calculation (wB97M-V/def2-TZVPD) on a single CH4N2P2 molecule.

Summary:
Kohn-Sham gap (spin up / spin down) = 8.1 / 8.1 eV
LUMO level (spin up / spin down) = -0.0297 / -0.0297 Eh
charge = 0

```
9
CH4N2P2 wB97M-V/def2-TZVPD
C 0.089 -1.319 -1.584
N -1.455 0.210 0.924
N 2.019 0.207 -0.640
P -0.886 -0.229 -0.564
P 1.668 -0.877 -1.919
H -2.478 0.516 0.902
H 2.481 1.091 -0.821
H 2.282 -0.186 0.327
H -1.894 -0.004 -1.441
```

<3>
ORCA calculation (wB97M-V/def2-TZVPD) on a single CH4N2P2 molecule.

Summary:
SMILES = C=NP[PH]#N
Kohn-Sham gap = 8.0 eV
LUMO level = -0.0304 Eh
charge = 0

```
9
CH4N2P2 wB97M-V/def2-TZVPD
C -1.145 1.096 -0.238
N 2.006 0.986 -0.434
N -1.157 -0.082 0.303
P 1.601 -0.411 -0.158
P -0.431 -1.441 -0.387
H -1.906 1.686 0.159
H -0.531 1.543 -0.934
H 1.999 -1.172 0.881
H -0.437 -2.205 0.808
```

Most stable structure: <1>

<1>
ORCA calculation (wB97M-V/def2-TZVPD) on a gas-phase ion, C6H13N (charge +1).

Summary:
Kohn-Sham gap (spin up / spin down) = 8.3 / 4.6 eV
LUMO level (spin up / spin down) = -0.1654 / -0.3010 Eh
2S+1 = 2
charge = +1

```
20
C6H13N wB97M-V/def2-TZVPD
C 1.247 -1.869 0.038
C 0.897 -0.510 0.583
C -0.569 -0.205 0.981
C -1.728 2.629 -1.480
C -0.978 1.857 -0.472
C -1.118 0.518 -0.197
N 2.341 -2.453 0.803
H 1.599 -1.841 -0.996
H 0.346 -2.503 -0.041
H 1.294 0.397 0.096
H 1.450 -0.387 1.526
H -0.574 0.503 1.813
H -1.176 -1.066 1.242
H -1.950 3.629 -1.116
H -2.665 2.207 -1.846
H -1.119 2.748 -2.388
H -0.371 2.450 0.213
H -1.547 -0.118 -0.974
H 2.558 -3.372 0.445
H 2.062 -2.617 1.770
```

<2>
ORCA calculation (wB97M-V/def2-TZVPD) on a gas-phase ion, C6H13N (charge +1).

Summary:
Kohn-Sham gap (spin up / spin down) = 8.7 / 9.8 eV
LUMO level (spin up / spin down) = -0.1702 / -0.2218 Eh
2S+1 = 2
charge = +1

```
20
C6H13N wB97M-V/def2-TZVPD
C 2.284 1.186 -0.068
C 1.038 0.901 -1.015
C -0.014 -0.262 -0.504
C -1.117 -0.473 -1.274
N -2.073 0.532 -1.484
C -0.032 -1.268 0.686
C -0.733 -0.818 2.043
H 2.497 0.379 0.739
H 3.214 1.289 -0.677
H 2.142 2.185 0.458
H 0.428 1.831 -1.090
H 1.015 0.392 -2.099
H -1.433 -1.434 -1.507
H -3.006 0.258 -1.604
H -1.989 1.379 -1.016
H -0.560 -2.132 0.356
H 1.003 -1.604 0.871
H -1.852 -0.808 1.946
H -0.305 0.070 2.409
H -0.508 -1.605 2.829
```

<3>
ORCA calculation (wB97M-V/def2-TZVPD) on a gas-phase ion, C6H13N (charge +1).

Summary:
Kohn-Sham gap (spin up / spin down) = 11.0 / 5.5 eV
LUMO level (spin up / spin down) = -0.1086 / -0.3081 Eh
2S+1 = 2
charge = +1

```
20
C6H13N wB97M-V/def2-TZVPD
C -1.460 1.805 -1.210
C -0.624 0.534 -0.899
C -0.010 0.432 0.641
C 1.025 -0.696 0.700
C 1.685 -0.974 -0.448
C 1.245 -1.174 2.105
N -1.244 -0.737 -1.243
H -2.316 1.647 -1.896
H -2.141 2.114 -0.311
H -0.746 2.666 -1.357
H 0.264 0.634 -1.646
H 0.513 1.436 0.780
H -0.946 0.499 1.393
H 1.434 -0.576 -1.407
H 2.445 -1.744 -0.794
H 0.538 -1.944 2.179
H 1.120 -0.379 2.959
H 2.259 -1.367 2.407
H -2.228 -0.670 -1.020
H -0.812 -1.508 -0.932
```

<4>
ORCA calculation (wB97M-V/def2-TZVPD) on a gas-phase ion, C6H13N (charge +1).

Summary:
Kohn-Sham gap (spin up / spin down) = 8.9 / 3.8 eV
LUMO level (spin up / spin down) = -0.1339 / -0.3132 Eh
2S+1 = 2
charge = +1

```
20
C6H13N wB97M-V/def2-TZVPD
C -1.417 1.544 0.950
C -1.070 0.114 0.491
C 0.429 0.061 0.236
C 2.547 -1.229 0.267
C 1.246 -1.166 -0.212
C 0.767 -2.006 -1.392
N -2.079 2.309 -0.112
H -1.987 1.586 1.950
H -0.475 2.029 1.091
H -1.377 -0.739 1.107
H -1.525 -0.113 -0.564
H 0.849 0.346 1.237
H 0.651 0.866 -0.415
H 2.984 -0.504 1.087
H 3.328 -1.730 -0.365
H -0.230 -2.545 -1.051
H 1.372 -2.832 -1.878
H 0.640 -1.282 -2.222
H -1.552 2.674 -0.925
H -3.144 2.178 -0.310
```

Most stable structure: <1>

<1>
ORCA calculation (wB97M-V/def2-TZVPD) on 7 unconnected molecules or ions with the total composition C28H77N7O7.

Summary:
SMILES = COC[C@H](C)N.COC[C@H](C)N.COC[C@H](C)N.COC[C@H](C)N.COC[C@H](C)N.COC[C@H](C)N.COC[C@H](C)N
Kohn-Sham gap = 9.1 eV
LUMO level = 0.0167 Eh
charge = 0

```
119
C28H77N7O7 wB97M-V/def2-TZVPD
C -1.054 -4.180 -2.981
C -0.405 -5.500 -2.698
C 0.333 -5.585 -1.309
O 1.637 -4.983 -1.522
C 2.262 -4.577 -0.263
N -1.291 -6.590 -2.915
H -1.262 -4.137 -4.050
H -0.385 -3.349 -2.761
H -2.006 -4.131 -2.451
H 0.375 -5.556 -3.457
H 0.414 -6.659 -1.141
H -0.394 -5.221 -0.583
H 1.576 -3.947 0.303
H 3.243 -4.120 -0.395
H 2.509 -5.489 0.282
H -1.558 -6.457 -3.880
H -0.771 -7.453 -2.972
C 0.870 4.683 -0.223
C 0.399 3.563 -1.147
C 1.419 2.477 -1.271
O 2.667 2.962 -1.731
C 3.760 2.184 -1.352
N -0.858 3.086 -0.522
H 0.851 4.497 0.851
H 0.217 5.555 -0.192
H 1.866 5.010 -0.520
H 0.136 4.007 -2.107
H 0.969 1.689 -1.874
H 1.611 2.109 -0.263
H 3.522 1.121 -1.387
H 3.932 2.296 -0.281
H 4.676 2.393 -1.906
H -1.479 2.663 -1.197
H -1.439 3.865 -0.249
C 3.832 -2.215 -3.086
C 2.891 -2.930 -4.014
C 1.744 -2.001 -4.418
O 0.959 -2.534 -5.466
C -0.081 -1.733 -5.932
N 3.652 -3.177 -5.223
H 4.204 -1.274 -3.493
H 4.687 -2.855 -2.870
H 3.445 -1.977 -2.095
H 2.595 -3.908 -3.636
H 2.157 -1.029 -4.689
H 1.002 -1.781 -3.650
H -0.670 -2.360 -6.601
H 0.220 -0.956 -6.634
H -0.712 -1.383 -5.115
H 2.922 -3.295 -5.911
H 4.044 -2.288 -5.499
C -4.747 -0.395 -1.881
C -3.475 0.405 -1.714
C -2.890 0.785 -3.048
O -1.763 1.583 -2.882
C -1.107 2.073 -4.037
N -3.833 1.615 -0.996
H -5.149 -0.765 -0.938
H -4.469 -1.227 -2.529
H -5.489 0.111 -2.498
H -2.673 -0.077 -1.155
H -3.593 1.317 -3.689
H -2.559 -0.094 -3.602
H -0.857 1.194 -4.631
H -0.190 2.646 -3.898
H -1.679 2.803 -4.609
H -3.006 2.058 -0.621
H -4.202 2.220 -1.716
C -0.822 0.852 3.507
C 0.115 0.419 2.407
C -0.473 -0.408 1.255
O 0.612 -0.731 0.358
C 0.252 -1.332 -0.804
N 0.708 1.605 1.899
H -1.654 1.282 2.949
H -0.333 1.679 4.022
H -1.171 0.017 4.115
H 0.979 -0.108 2.810
H -1.356 -0.082 0.706
H -0.918 -1.270 1.751
H -0.270 -2.262 -0.579
H 1.227 -1.530 -1.248
H -0.308 -0.700 -1.493
H -0.081 2.129 1.548
H 1.162 1.406 1.019
C 2.003 4.652 3.790
C 2.946 3.478 3.851
C 4.232 3.708 4.711
O 5.023 4.771 4.038
C 6.253 5.094 4.708
N 2.243 2.230 4.246
H 1.619 4.911 4.777
H 1.155 4.332 3.186
H 2.358 5.547 3.279
H 3.269 3.341 2.819
H 4.812 2.794 4.580
H 3.998 3.934 5.751
H 5.923 5.227 5.738
H 6.635 5.917 4.104
H 7.087 4.396 4.634
H 2.825 1.410 4.152
H 1.591 2.019 3.505
C -3.666 -0.198 5.840
C -4.816 -1.133 5.385
C -4.731 -1.281 3.855
O -4.905 0.006 3.217
C -4.391 0.066 1.884
N -4.580 -2.310 6.193
H -2.679 -0.532 5.522
H -3.572 -0.158 6.925
H -3.659 0.777 5.352
H -5.797 -0.720 5.619
H -5.483 -1.981 3.491
H -3.736 -1.670 3.638
H -4.332 1.094 1.526
H -5.098 -0.424 1.214
H -3.410 -0.393 1.764
H -3.625 -2.629 6.274
H -4.715 -2.021 7.151
```

<2>
ORCA calculation (wB97M-V/def2-TZVPD) on 7 unconnected molecules or ions with the total composition C28H77N7O7.

Summary:
SMILES = COC[C@H](C)N.COC[C@H](C)N.COC[C@H](C)N.COC[C@H](C)N.COC[C@H](C)N.COC[C@H](C)N.COC[C@H](C)N
Kohn-Sham gap = 9.4 eV
LUMO level = 0.0180 Eh
charge = 0

```
119
C28H77N7O7 wB97M-V/def2-TZVPD
C -0.766 0.564 -3.466
C 0.541 -0.167 -3.155
C 0.641 -1.409 -4.036
O 1.506 -2.415 -3.477
C 1.168 -3.707 -3.889
N 1.610 0.785 -3.503
H -0.982 1.247 -2.643
H -1.643 -0.071 -3.615
H -0.672 1.151 -4.380
H 0.530 -0.510 -2.114
H 0.979 -1.149 -5.041
H -0.369 -1.832 -3.980
H 0.120 -3.975 -3.715
H 1.800 -4.404 -3.337
H 1.389 -3.858 -4.955
H 1.647 1.542 -2.824
H 2.527 0.371 -3.323
C -2.879 1.474 2.028
C -1.874 1.235 0.920
C -0.803 0.257 1.358
O 0.227 0.274 0.378
C 1.172 -0.760 0.549
N -2.611 0.799 -0.292
H -3.837 1.843 1.663
H -2.527 2.179 2.782
H -3.167 0.556 2.558
H -1.419 2.191 0.651
H -1.180 -0.757 1.507
H -0.415 0.711 2.286
H 0.790 -1.785 0.611
H 1.760 -0.574 1.458
H 1.795 -0.694 -0.344
H -3.316 0.119 -0.018
H -1.955 0.283 -0.874
C 6.005 -5.589 2.126
C 5.767 -4.184 1.602
C 4.394 -3.666 2.008
O 3.335 -4.199 1.254
C 3.200 -3.667 -0.032
N 6.768 -3.267 2.197
H 5.397 -6.294 1.553
H 5.861 -5.669 3.201
H 7.023 -5.938 1.914
H 5.841 -4.189 0.508
H 4.385 -2.565 1.914
H 4.195 -3.879 3.058
H 2.397 -4.232 -0.492
H 4.153 -3.708 -0.575
H 2.973 -2.591 -0.004
H 6.637 -2.363 1.750
H 7.692 -3.571 1.906
C -5.653 -2.692 1.697
C -6.756 -2.261 2.621
C -6.624 -0.812 3.106
O -5.483 -0.584 3.872
C -5.424 -1.072 5.178
N -8.064 -2.494 1.967
H -4.654 -2.453 2.056
H -5.738 -2.182 0.725
H -5.786 -3.744 1.442
H -6.794 -2.886 3.519
H -7.547 -0.564 3.650
H -6.554 -0.162 2.229
H -6.110 -0.572 5.869
H -4.403 -1.041 5.555
H -5.654 -2.149 5.220
H -8.772 -1.910 2.408
H -8.003 -2.098 1.029
C 3.738 3.717 1.724
C 2.664 3.755 0.668
C 2.709 2.579 -0.267
O 3.976 2.344 -0.886
C 4.212 3.142 -2.028
N 1.335 3.722 1.356
H 3.873 4.640 2.278
H 4.701 3.421 1.286
H 3.571 2.883 2.414
H 2.651 4.691 0.106
H 1.911 2.505 -1.013
H 2.613 1.648 0.308
H 3.479 2.951 -2.818
H 5.221 2.914 -2.369
H 4.205 4.210 -1.770
H 1.046 2.772 1.551
H 0.651 4.186 0.774
C -7.832 4.506 0.157
C -7.789 4.301 1.666
C -6.421 3.732 2.049
O -6.440 3.409 3.420
C -5.164 3.107 3.911
N -8.061 5.560 2.378
H -8.772 4.956 -0.157
H -7.726 3.532 -0.327
H -7.026 5.160 -0.185
H -8.505 3.517 1.921
H -5.640 4.481 1.853
H -6.215 2.838 1.439
H -4.898 2.084 3.630
H -5.107 3.130 5.003
H -4.415 3.846 3.604
H -7.203 6.101 2.414
H -8.258 5.296 3.339
C 5.281 -2.728 -3.834
C 5.286 -1.353 -3.152
C 5.570 -0.262 -4.165
O 6.811 -0.479 -4.754
C 7.242 0.572 -5.577
N 3.968 -1.106 -2.550
H 5.080 -3.552 -3.145
H 6.205 -2.948 -4.367
H 4.437 -2.720 -4.533
H 5.960 -1.321 -2.294
H 5.495 0.692 -3.622
H 4.746 -0.259 -4.898
H 7.681 1.422 -5.056
H 6.397 0.963 -6.176
H 7.855 0.125 -6.361
H 3.195 -1.446 -3.114
H 3.915 -1.507 -1.627
```

Most stable structure: <2>

<1>
ORCA calculation (wB97M-V/def2-TZVPD) on a single C3H7N5 molecule.

Summary:
SMILES = [H]/N=C(N)\N=C/N/C=N/[H]
Kohn-Sham gap = 8.8 eV
LUMO level = 0.0109 Eh
charge = 0

```
15
C3H7N5 wB97M-V/def2-TZVPD
C -1.257 -0.614 0.239
C 0.887 -1.461 -0.384
C 0.932 1.105 0.100
H -1.657 0.037 -1.397
H -2.921 0.645 -0.415
H -0.626 -1.213 2.021
H 1.500 -2.177 -0.998
H 2.334 -0.186 -0.968
H -0.012 1.233 0.719
H 1.258 2.801 0.558
N -1.876 0.325 -0.514
N -1.461 -0.698 1.545
N -0.456 -1.474 -0.418
N 1.515 -0.292 -0.174
N 1.838 1.969 0.087
```

<2>
ORCA calculation (wB97M-V/def2-TZVPD) on a single C3H7N5 molecule.

Summary:
SMILES = [H]/N=c1\cc(N)[nH]n1N
Kohn-Sham gap = 8.7 eV
LUMO level = 0.0303 Eh
charge = 0

```
15
C3H7N5 wB97M-V/def2-TZVPD
C 1.340 0.089 -0.003
C 0.645 1.210 -0.059
C -0.761 0.800 -0.065
H 3.224 0.707 -0.024
H 3.031 -0.779 0.763
H 0.941 2.218 -0.069
H -1.796 2.381 0.167
H -2.140 -0.986 1.041
H -2.633 -0.991 -0.579
H 0.867 -1.939 -0.461
N 2.715 -0.149 0.010
N -1.883 1.343 0.100
N -0.771 -0.594 -0.271
N -1.858 -1.439 0.102
N 0.534 -1.047 0.048
```

Most stable structure: <2>

<1>
ORCA calculation (wB97M-V/def2-TZVPD) on a single C3H7N5 molecule.

Summary:
SMILES = C=N/N=C\N=C/NN
Kohn-Sham gap = 8.5 eV
LUMO level = -0.0006 Eh
charge = 0

```
15
C3H7N5 wB97M-V/def2-TZVPD
C -1.124 -1.218 0.383
C 1.183 -1.736 -0.184
C 2.188 1.454 0.393
H -2.281 1.831 0.021
H -3.310 0.699 -0.946
H -0.558 0.376 -0.498
H -1.948 -1.427 1.035
H 1.581 -2.597 -0.540
H 3.303 1.373 0.445
H 1.824 2.547 0.570
N -2.666 0.764 -0.136
N -1.453 0.049 -0.202
N -0.088 -1.948 0.339
N 1.956 -0.643 -0.542
N 1.394 0.478 -0.138
```

<2>
ORCA calculation (wB97M-V/def2-TZVPD) on a single C3H7N5 molecule.

Summary:
Kohn-Sham gap = 9.3 eV
LUMO level = 0.0257 Eh
charge = 0

```
15
C3H7N5 wB97M-V/def2-TZVPD
C 1.225 0.718 -1.012
C 1.717 -0.817 0.808
C -2.312 1.438 -0.773
N 0.081 1.266 -1.476
N -0.519 0.193 0.308
N 1.297 -2.167 1.051
N 0.770 0.024 0.128
N -0.900 0.893 -0.787
H 2.540 -0.713 0.073
H 2.004 -0.478 1.787
H 0.979 -2.369 1.961
H -2.962 0.778 -1.441
H -2.166 2.474 -1.262
H -2.617 1.485 0.325
H 0.863 -2.725 0.308
```

<3>
ORCA calculation (wB97M-V/def2-TZVPD) on a single C3H7N5 molecule.

Summary:
SMILES = [H]/N=C\N/C=N\C=N/N
Kohn-Sham gap = 8.8 eV
LUMO level = 0.0219 Eh
charge = 0

```
15
C3H7N5 wB97M-V/def2-TZVPD
C 1.174 -0.377 0.693
C -0.352 1.285 0.028
C -1.873 -0.701 -0.124
H 3.955 -0.727 -0.667
H 2.892 0.594 -0.749
H 0.618 -0.778 1.579
H -0.562 2.337 -0.288
H -2.388 1.231 -0.072
H -1.067 -1.392 -0.182
H -3.826 -0.428 -0.111
N 2.977 -0.379 -0.616
N 2.272 -0.984 0.371
N 0.828 0.869 0.201
N -1.572 0.628 0.115
N -3.075 -1.179 -0.178
```

Most stable structure: <3>